This record from the Open Molecules 2025 dataset describes a molecular structure, C25H39F3IrN3SbSi3. The level of theory is wB97M-V/def2-TZVPD.

Its net charge is +4. The expectation value of S² is 8.761. The spin multiplicity is 6. As for the strongest force on any atom: 0.5 eV Å⁻¹. The calculation puts the HOMO-LUMO gap (alpha / beta) at 7.341 / 5.802 eV. The total energy comes out at -72151.2792 eV.

Cartesian coordinates (Å):
Ir 0.622 -1.266 0.510
Sb -0.736 0.891 -0.359
Si -1.763 1.479 -4.450
Si 0.799 4.471 0.488
Si -3.396 1.092 0.827
F 7.352 -0.754 -1.239
F 7.126 -2.908 -1.311
F 7.600 -1.930 0.565
N 0.168 -1.797 2.579
N -0.361 -3.189 0.329
N 2.719 -1.352 0.128
C -0.444 5.582 -0.247
C -2.177 3.252 -4.416
C 4.942 -1.498 0.987
C -0.085 0.960 -4.935
C -0.571 -3.544 4.011
C 3.200 -1.522 -1.118
C -1.338 -5.769 0.319
C -2.803 0.758 2.540
C 0.751 4.143 2.281
C -1.123 -5.101 1.516
C -0.256 -2.777 5.123
C -3.983 2.785 0.423
C -0.344 -3.035 2.742
C -3.106 0.250 -4.404
C -0.571 -3.835 -0.826
C 2.303 4.046 -0.452
C 3.579 -1.348 1.161
C 6.918 -1.825 -0.568
C -0.628 -3.807 1.499
C 0.467 -1.056 3.655
C 5.428 -1.665 -0.298
C -1.057 -5.125 -0.876
C 4.543 -1.681 -1.370
C -4.114 -0.335 -0.091
C 0.274 -1.508 4.945
H -4.310 -0.104 -1.138
H -4.016 0.622 -3.935
H -3.351 0.049 -5.459
H -3.497 -1.232 -0.015
H 2.474 -1.539 -1.921
H -3.990 2.982 -0.649
H 0.700 1.604 -4.538
H 0.538 -0.882 5.786
H -1.424 5.511 0.224
H -1.715 -6.783 0.324
H -0.053 1.076 -6.030
H 3.022 4.851 -0.236
H -0.075 6.601 -0.046
H -2.212 1.579 2.947
H 3.154 -1.234 2.149
H -2.978 3.498 -3.719
H -0.421 -3.171 6.117
H -0.329 -3.291 -1.730
H -3.690 0.654 3.179
H 2.769 3.117 -0.122
H -2.244 -0.176 2.608
H -1.204 -5.614 -1.829
H 1.279 4.990 2.749
H -0.527 5.489 -1.329
H 2.153 4.041 -1.531
H 1.291 3.242 2.569
H -1.333 -5.603 2.448
H -5.022 2.868 0.766
H -2.808 -0.706 -3.973
H -2.571 3.473 -5.421
H -0.258 4.142 2.692
H 0.876 -0.073 3.460
H 0.125 -0.087 -4.722
H -0.980 -4.533 4.148
H -1.315 3.900 -4.265
H -3.415 3.555 0.943
H -5.081 -0.571 0.372
H 4.897 -1.825 -2.382
H 5.605 -1.496 1.841